# 1
Here is a structure of composition C44H49IN5O5Sr from OMol25. Energies are from ωB97M-V with the def2-TZVPD basis set.

Structure (XYZ):
```
105
Properties=species:S:1:pos:R:3
Sr -0.0279 -0.1665 0.1617
C 0.4032 -4.7340 -0.4017
C 0.4349 -4.5114 1.1127
C 1.1405 -5.6653 1.8231
C -0.9709 -4.2748 1.6323
C -1.8586 -5.3389 1.7216
C -3.1637 -5.1604 2.1604
C -3.5863 -3.8876 2.5069
C -2.7276 -2.7962 2.4278
C -3.2057 -1.4274 2.8686
C -4.4221 -0.9609 2.0702
C -3.4836 -1.4003 4.3718
C -1.3967 -2.9745 1.9941
N -0.5330 -1.8804 1.9434
C 0.4576 -1.8473 2.9041
C 1.4690 -0.9073 2.9288
N 1.6668 0.0641 1.9506
C 2.1413 1.2946 2.3838
C 1.4621 2.0580 3.3700
C 1.9695 3.2908 3.7595
C 3.1100 3.8285 3.1789
C 3.7539 3.1071 2.1838
C 3.2972 1.8556 1.7841
C 4.0408 1.0727 0.7207
C 3.6391 1.5348 -0.6802
C 5.5578 1.1265 0.8927
C 0.1436 1.5851 3.9593
C -0.9822 2.5735 3.6410
C 0.2358 1.3334 5.4647
C 2.2998 -1.1340 4.1199
C 3.4191 -0.5534 4.6579
C 3.9360 -1.0645 5.8843
C 3.3583 -2.1091 6.5558
C 2.1954 -2.7323 6.0131
C 1.4566 -3.8126 6.5771
C 0.3423 -4.2731 5.9293
C -0.1151 -3.7293 4.6922
C 0.5871 -2.7009 4.1172
C 1.7257 -2.2269 4.8185
H 1.4127 -4.8643 -0.7985
H -0.0579 -3.8870 -0.9138
H -0.1739 -5.6300 -0.6491
H 1.0126 -3.6077 1.3050
H 0.6532 -6.6235 1.6264
H 1.1578 -5.5053 2.9020
H 2.1722 -5.7456 1.4744
H -1.5238 -6.3320 1.4427
H -3.8393 -6.0042 2.2316
H -4.6016 -3.7405 2.8604
H -2.3777 -0.7417 2.6743
H -5.2826 -1.6144 2.2349
H -4.2117 -0.9566 0.9978
H -4.7149 0.0501 2.3624
H -4.2904 -2.0893 4.6362
H -3.7775 -0.3984 4.6946
H -2.5940 -1.6929 4.9317
H 1.4464 3.8561 4.5241
H 3.4864 4.7944 3.4922
H 4.6414 3.5213 1.7188
H 3.7176 0.0356 0.8378
H 3.8419 2.6033 -0.8093
H 2.5765 1.3708 -0.8683
H 4.1888 0.9908 -1.4518
H 5.9555 2.1288 0.7161
H 6.0421 0.4550 0.1802
H 5.8492 0.8217 1.8989
H -0.1101 0.6367 3.4852
H -0.8000 3.5488 4.1005
H -1.9360 2.2008 4.0226
H -1.0789 2.7218 2.5624
H 0.4562 2.2582 6.0056
H 1.0203 0.6115 5.6930
H -0.7105 0.9414 5.8451
H 3.9042 0.2938 4.1886
H 4.8178 -0.5930 6.3033
H 3.7754 -2.4591 7.4928
H 1.7735 -4.2603 7.5119
H -0.2221 -5.0903 6.3635
H -1.0022 -4.1525 4.2385
C -3.2275 -3.4664 -1.1908
C -2.6500 -2.4166 -2.0672
N -1.5978 -1.6655 -1.8003
C -1.4176 -0.8630 -2.9081
C -2.3851 -1.1228 -3.8389
N -3.1485 -2.1177 -3.2883
C -2.7554 -0.5826 -5.1689
O -2.0372 0.4209 -5.6277
O -3.6889 -1.0716 -5.7744
C -0.2855 0.1111 -2.9677
O -0.3374 1.0389 -3.8126
O 0.6133 -0.0475 -2.1094
H -2.6829 -3.4972 -0.2530
H -3.1510 -4.4474 -1.6633
H -4.2791 -3.2696 -0.9771
H -3.9358 -2.5334 -3.7619
H -1.3146 0.6934 -4.9663
N 0.6242 3.2454 -1.9103
C 0.3941 3.1982 -0.6049
O -0.3094 2.3296 -0.0815
C 0.9966 4.2081 0.3403
I 2.2089 5.7473 -0.4894
H 0.2925 2.4893 -2.5142
H 1.2488 3.9390 -2.2871
H 1.6236 3.6678 1.0503
H 0.1923 4.6934 0.8855
```

Calculated values
Total charge: -1
LUMO: 1.85 eV
Spin multiplicity: 1
Relative energy (zero: lowest compared OMol25 entry of this formula, charge and spin): 6.9 kcal per mole


# 2
Here is a structure of composition C4H3BrINO2 in a non-equilibrium geometry from OMol25. Energies are from ωB97M-V with the def2-TZVPD basis set.

Structure (XYZ):
```
12
Properties=species:S:1:pos:R:3
C 0.1222 -0.9520 -0.3708
C -1.2873 0.6686 -1.5289
C 0.0029 -0.2385 0.9369
C -2.1211 0.4245 -0.1345
N -0.2076 -0.1542 -1.4720
O 0.3423 -2.1487 -0.5317
O -1.6978 1.4119 -2.4012
Br -3.0937 2.0391 0.2937
I -3.0828 -1.3895 0.1127
H 0.0357 -0.9115 1.8074
H 0.4599 0.7209 1.1461
H 0.3457 -0.2500 -2.3553
```

Calculated values
LUMO (spin up / spin down): -1.59 / -1.52 eV
Spin multiplicity: 1


# 3
Here is a cluster of 2 separate species, C20H14F4OS in total in a non-equilibrium geometry from OMol25. Energies are from ωB97M-V with the def2-TZVPD basis set.

Structure (XYZ):
```
40
Properties=species:S:1:pos:R:3
F -0.4688 -0.8138 -5.6670
C -0.7891 -0.0863 -4.5393
C -0.9605 1.2886 -4.6805
C -1.2794 1.9876 -3.5138
F -1.4483 3.3516 -3.5996
C -1.4310 1.3812 -2.2854
C -1.2427 -0.0331 -2.1527
C -1.3926 -0.5650 -0.8477
C -1.4097 -1.9001 -0.3734
C -1.6572 -2.0693 1.0280
C -1.6429 -3.3291 1.5871
F -1.8781 -3.4513 2.9385
C -1.4067 -4.4922 0.8509
C -1.1955 -4.3164 -0.5147
F -0.9636 -5.4412 -1.2793
C -1.2111 -3.0825 -1.1484
C -0.9122 -0.7621 -3.3342
H -0.8513 1.7880 -5.6361
H -1.6846 1.9553 -1.3956
H -1.5828 0.1880 -0.0756
H -1.8447 -1.1822 1.6312
H -1.4003 -5.4721 1.3138
H -1.0617 -3.0321 -2.2192
H -0.7226 -1.8273 -3.2996
C 1.7550 3.1755 4.7208
O 1.8353 3.5061 3.3195
C 1.8655 2.4766 2.4355
C 2.0849 2.8116 1.0684
C 2.1787 1.8210 0.1233
C 2.0481 0.4402 0.4801
S 2.1747 -0.7515 -0.6622
C 1.8044 0.1251 1.8516
C 1.7103 1.1125 2.8092
H 1.8281 4.1293 5.2379
H 0.7987 2.6896 4.9442
H 2.5819 2.5171 5.0113
H 2.1863 3.8665 0.8111
H 2.3593 2.0661 -0.9207
H 1.6972 -0.9203 2.1274
H 1.5290 0.8502 3.8550
```

Calculated values
LUMO: -3.02 eV
Spin multiplicity: 1


# 4
Here is a cluster of 3 separate species, C11H19N2O in total in a non-equilibrium geometry from OMol25. Energies are from ωB97M-V with the def2-TZVPD basis set.

Structure (XYZ):
```
33
Properties=species:S:1:pos:R:3
C -2.1151 3.5157 -0.0979
C -2.8242 2.3380 -0.4545
C -0.9081 3.4592 0.5459
C -2.3050 1.1233 0.0099
C -0.3783 2.2058 0.9699
C -1.0757 1.0738 0.6182
C 0.0973 -2.9061 2.6657
C -1.8230 -1.2201 2.7543
C 1.2323 0.8186 -2.4038
C 2.6471 -1.1551 -2.8872
C -0.0763 -1.0343 1.1909
N -0.6026 -1.7095 2.1254
N 2.1222 -0.2547 -1.8259
O 0.9402 -1.1465 0.5246
H -2.3016 4.4577 -0.5488
H -3.6676 2.3278 -1.0789
H -0.3255 4.3413 0.5813
H -2.6804 0.1730 -0.2676
H 0.5749 2.0157 1.2720
H -0.7127 -3.5525 2.8687
H 0.7686 -3.2459 1.9345
H 0.6714 -2.7614 3.6043
H -2.7021 -1.2898 1.9360
H -2.0932 -1.7655 3.5524
H -1.7099 -0.1375 2.8840
H 1.8373 1.5893 -2.8690
H 0.5348 0.3481 -3.2133
H 0.7486 1.4270 -1.7258
H 1.9593 -1.8483 -3.2773
H 3.0511 -0.5015 -3.6071
H 3.4920 -1.7141 -2.5163
H 2.7442 0.2520 -1.1236
H 1.4284 -0.7064 -1.1356
```

Calculated values
Total charge: +1
LUMO (spin up / spin down): -2.65 / -2.65 eV
Spin multiplicity: 1
Relative energy (zero: lowest compared OMol25 entry of this formula, charge and spin): 120.1 kcal per mole


# 5
Here is a cluster of 2 separate species, C3H10N3O3 in total in a non-equilibrium geometry from OMol25. Energies are from ωB97M-V with the def2-TZVPD basis set.

Structure (XYZ):
```
19
Properties=species:S:1:pos:R:3
C -2.0017 0.2129 0.3989
C -0.1766 -0.6158 -1.0386
C -0.9295 -0.9944 -2.2691
N -0.6578 -0.2424 0.0929
N 1.6887 0.5807 1.3959
N 2.0832 0.1735 2.4907
O 2.3693 1.6411 0.8283
O -2.3424 -0.8956 -2.1194
O 3.1143 0.8197 3.0069
H -2.0924 0.1247 1.3992
H -1.9557 1.3283 0.0626
H -2.8789 -0.2518 -0.1095
H 0.9434 -0.7770 -1.1480
H 3.4319 0.5056 3.8630
H -0.4574 -1.9015 -2.5956
H -0.6929 -0.2945 -3.2237
H 0.0229 -0.4550 0.8518
H -2.7093 -0.8435 -3.0521
H 3.2409 1.8850 1.1658
```

Calculated values
Total charge: +1
LUMO: -4.20 eV
Spin multiplicity: 1
Relative energy (zero: lowest compared OMol25 entry of this formula, charge and spin): 103.6 kcal per mole


# 6
Here is a cluster of 3 separate species, C2H11N2O2 in total in a non-equilibrium geometry from OMol25. Energies are from ωB97M-V with the def2-TZVPD basis set.

Structure (XYZ):
```
17
Properties=species:S:1:pos:R:3
C 0.8430 0.2771 -0.2347
C 1.3875 -0.9512 -0.1490
N 2.6422 -1.2233 0.2418
N -0.6157 0.4029 -0.2850
H 1.4496 1.1707 -0.2642
H 0.8035 -1.7926 -0.5155
H 3.0478 -2.1443 0.1694
H 3.3085 -0.4637 0.2855
H -0.8862 1.1092 -0.9656
H -0.9506 0.7305 0.6212
H -1.1467 -0.3925 -0.6521
H -0.0677 1.8077 2.1589
H -1.0489 2.7406 3.0436
O -0.9092 2.2584 2.2282
H -3.0247 -1.0520 -2.6795
H -1.7534 -1.5386 -2.2019
O -2.5068 -1.0295 -1.8569
```

Calculated values
Total charge: +1
LUMO: -3.05 eV
Spin multiplicity: 1
Relative energy (zero: lowest compared OMol25 entry of this formula, charge and spin): 40.2 kcal per mole


Asked for molecular weight across the records above, the calculation gives 942.43; 303.88; 378.39; 195.29; 136.13; 95.12 g mol⁻¹ in order.
Asked for calculated total energy across the records above, the calculation gives -73057.484; -87921.783; -44716.209; -16732.450; -13874.365; -9320.563 eV in order.